# 1
{
  "formula": "C43H40F5IrN3OPS4",
  "method": "wB97M-V/def2-TZVPD",
  "homo_energy_ev": [-13.8, -13.8],
  "e_tot_ha": -4438.89799,
  "multiplicity": 2,
  "total_charge": 3,
  "gap_ev": [3.5415, 2.3562],
  "largest_force_ev_per_a": 5.43,
  "species": ["Ir", "C", "C", "S", "C", "C", "S", "C", "C", "S", "H", "H", "H", "H", "H", "H", "H", "H", "H", "H", "H", "H", "F", "C", "C", "F", "C", "F", "C", "S", "C", "F", "C", "F", "C", "C", "C", "C", "C", "N", "C", "O", "N", "C", "C", "C", "C", "N", "C", "C", "C", "H", "H", "H", "H", "H", "H", "H", "H", "H", "H", "H", "H", "H", "C", "C", "C", "C", "C", "C", "P", "C", "C", "C", "C", "C", "C", "C", "C", "C", "C", "C", "C", "H", "H", "H", "H", "H", "H", "H", "H", "H", "H", "H", "H", "H", "H", "H"],
  "coordinates": [[-0.7034, 1.5253, -1.0003], [-1.6612, 5.0316, -1.1723], [-1.5852, 4.9775, 0.3415], [-1.4795, 3.2861, 1.0491], [-0.0573, 3.4379, 2.1861], [1.2745, 3.7825, 1.5573], [1.7198, 2.6657, 0.1712], [2.2318, 3.8934, -1.0902], [1.1743, 4.8969, -1.5136], [-0.3815, 4.1088, -2.0945], [-1.6164, 6.0726, -1.4966], [-2.5970, 4.6073, -1.5326], [-2.5004, 5.4099, 0.7508], [-0.7412, 5.5429, 0.7267], [-0.0082, 2.4655, 2.6748], [-0.3280, 4.1870, 2.9304], [2.0596, 3.6736, 2.3059], [1.2968, 4.8044, 1.1875], [2.5641, 3.2944, -1.9376], [3.0951, 4.4182, -0.6766], [1.5609, 5.4662, -2.3618], [0.9290, 5.5968, -0.7163], [-4.8282, -2.4833, -5.3661], [-4.4059, -1.4947, -4.6090], [-3.1011, -1.5082, -4.0979], [-2.2714, -2.5062, -4.3766], [-2.6750, -0.4761, -3.2791], [-1.4283, -0.5032, -2.7441], [-3.4951, 0.6184, -2.9859], [-2.9629, 1.9682, -2.0523], [-4.8091, 0.6071, -3.4862], [-5.6098, 1.6134, -3.1725], [-5.2704, -0.4445, -4.2710], [-6.5161, -0.4574, -4.6953], [4.6593, -5.1214, 3.6905], [4.4621, -4.2354, 2.5334], [5.3486, -3.1666, 2.2864], [5.1807, -2.3201, 1.2193], [4.1017, -2.5078, 0.3252], [3.8714, -1.6977, -0.7664], [4.7854, -0.7983, -1.3254], [5.8604, -0.5526, -0.8625], [4.3871, -0.2473, -2.5425], [3.1785, 0.2581, -2.9741], [3.0398, 0.6889, -4.3028], [1.8221, 1.1854, -4.7216], [0.7895, 1.3242, -3.8005], [0.9344, 0.9887, -2.5221], [2.0829, 0.4430, -2.1246], [3.2058, -3.5762, 0.5648], [3.3909, -4.4163, 1.6330], [5.6718, -5.5311, 3.6786], [3.9400, -5.9329, 3.7218], [4.6055, -4.5669, 4.6313], [6.1856, -3.0150, 2.9511], [5.8834, -1.5206, 1.0448], [3.0834, -1.9649, -1.3482], [5.1869, 0.0446, -3.0992], [3.8735, 0.6279, -4.9867], [1.6773, 1.4823, -5.7500], [-0.1652, 1.7283, -4.1012], [2.1611, 0.1872, -1.0776], [2.3825, -3.7478, -0.1161], [2.7159, -5.2443, 1.7875], [-5.5563, 0.4116, 2.7862], [-5.2103, 1.2753, 1.7575], [-3.9850, 1.1404, 1.1254], [-3.0917, 0.1521, 1.5191], [-3.4644, -0.7420, 2.5282], [-4.6866, -0.6021, 3.1569], [-1.4555, -0.1040, 0.7403], [-0.2539, -0.1567, 2.1065], [-0.5765, 0.2288, 3.4049], [0.3720, 0.1383, 4.4105], [1.6441, -0.3357, 4.1325], [1.9777, -0.7011, 2.8363], [1.0435, -0.5882, 1.8239], [-1.6809, -1.8514, 0.2735], [-0.9115, -2.9012, 0.7661], [-1.2948, -4.2084, 0.5168], [-2.4209, -4.4802, -0.2461], [-3.1673, -3.4358, -0.7744], [-2.8035, -2.1311, -0.5095], [-6.5059, 0.5210, 3.2863], [-5.8974, 2.0480, 1.4482], [-3.7350, 1.8084, 0.3080], [-2.7970, -1.5430, 2.8128], [-4.9632, -1.2972, 3.9357], [-1.5712, 0.5818, 3.6321], [0.1106, 0.4274, 5.4164], [2.3751, -0.4083, 4.9220], [2.9656, -1.0811, 2.6245], [1.3056, -0.8500, 0.8066], [-0.0422, -2.7039, 1.3762], [-0.7221, -5.0210, 0.9388], [-2.7226, -5.5013, -0.4170], [-4.0396, -3.6478, -1.3738], [-3.4099, -1.3130, -0.8726]],
  "lowdin_charge": [0.685, -0.485, -0.422, 0.921, -0.442, -0.429, 0.915, -0.451, -0.434, 0.859, 0.111, 0.043, 0.107, 0.080, 0.052, 0.115, 0.107, 0.075, 0.075, 0.111, 0.104, 0.077, 0.222, -0.063, -0.111, 0.172, -0.220, 0.015, -0.451, 0.879, -0.199, 0.145, -0.104, 0.194, -0.050, -0.267, -0.024, -0.016, -0.249, 0.127, -0.487, 0.134, 0.151, -0.192, 0.050, 0.000, -0.161, -0.105, -0.120, -0.045, -0.040, 0.097, 0.082, 0.092, 0.125, 0.102, 0.141, 0.172, 0.140, 0.131, 0.102, 0.073, 0.103, 0.111, -0.029, -0.046, -0.156, -0.372, -0.080, -0.030, 1.007, -0.379, -0.101, -0.038, -0.021, -0.029, -0.127, -0.346, -0.063, -0.037, -0.029, -0.045, -0.110, 0.125, 0.118, 0.001, 0.124, 0.126, 0.111, 0.124, 0.125, 0.108, 0.089, 0.094, 0.120, 0.123, 0.118, 0.097]
}



# 2
{
  "formula": "C30H36BrMoN3O7S3Sb",
  "method": "wB97M-V/def2-TZVPD",
  "homo_energy_ev": [-2.0, -1.7],
  "e_tot_ha": -5932.99934,
  "multiplicity": 2,
  "total_charge": -2,
  "gap_ev": [5.6027, 5.2489],
  "largest_force_ev_per_a": 1.04,
  "species": ["Mo", "O", "C", "C", "N", "C", "C", "O", "O", "C", "C", "O", "O", "H", "H", "H", "H", "H", "H", "H", "H", "H", "S", "Sb", "S", "S", "C", "C", "C", "C", "C", "C", "C", "C", "N", "C", "C", "C", "C", "C", "C", "C", "C", "C", "C", "H", "H", "H", "H", "H", "H", "H", "H", "H", "H", "H", "H", "H", "H", "H", "H", "H", "H", "H", "H", "H", "H", "H", "H", "Br", "C", "C", "N", "C", "C", "C", "C", "O", "O", "H", "H", "H"],
  "coordinates": [[-0.4381, 0.3117, -0.3233], [1.3012, 1.9406, -0.2521], [1.3211, 3.3115, 0.0660], [0.0673, 3.8707, -0.5704], [-1.0614, 3.0376, -0.2204], [-2.1538, 3.1144, -1.1720], [-2.0914, 2.0479, -2.2694], [-2.6078, 2.2947, -3.3518], [-1.5455, 0.9264, -1.9535], [-1.4812, 3.1538, 1.1602], [-2.3230, 1.9417, 1.5559], [-3.1412, 2.0502, 2.4594], [-2.0919, 0.8889, 0.8621], [2.1682, 1.5003, -0.1487], [2.2033, 3.7889, -0.3723], [1.3574, 3.4580, 1.1479], [0.1864, 3.8265, -1.6557], [-0.0776, 4.9273, -0.2866], [-2.2185, 4.0955, -1.6555], [-3.0988, 2.9458, -0.6503], [-2.0587, 4.0676, 1.3595], [-0.6038, 3.1607, 1.8120], [4.4940, -1.7036, 3.6207], [2.9874, -0.4589, 2.5340], [2.5716, 1.6405, 3.2046], [1.7255, -1.3286, 0.8928], [-4.0995, -4.0966, 3.1993], [-3.0464, -3.0534, 2.9180], [-2.4729, -2.3294, 3.9462], [-1.5147, -1.3615, 3.6411], [-0.9271, -0.4992, 4.7272], [-1.1342, -1.1630, 2.3334], [-1.6958, -1.8649, 1.2412], [-2.6695, -2.8155, 1.5980], [-1.2720, -1.5632, -0.0549], [-1.6671, -2.4888, -1.1438], [-1.3131, -3.9553, -0.8162], [-1.7493, -4.8885, -1.9521], [-3.2517, -4.7191, -2.2144], [-3.5518, -3.2781, -2.6465], [-2.7501, -2.9406, -3.9033], [-1.2621, -3.0940, -3.5908], [-0.9711, -4.5484, -3.2225], [-0.8763, -2.1742, -2.4253], [-3.1577, -2.3155, -1.5227], [-4.2881, -4.1827, 4.2707], [-3.7946, -5.0794, 2.8300], [-5.0441, -3.8438, 2.7107], [-2.7681, -2.5051, 4.9764], [-0.7883, -1.0640, 5.6518], [-1.5938, 0.3410, 4.9390], [0.0372, -0.0823, 4.4299], [-0.3786, -0.4109, 2.1674], [-3.1837, -3.3941, 0.8499], [-1.7593, -4.2960, 0.1159], [-0.2284, -4.0069, -0.6744], [-1.5461, -5.9247, -1.6586], [-3.8172, -4.9616, -1.3072], [-3.5733, -5.4186, -2.9960], [-4.6225, -3.1734, -2.8544], [-2.9620, -1.9125, -4.2110], [-3.0342, -3.6030, -4.7309], [-0.6724, -2.8117, -4.4689], [0.1011, -4.6837, -3.0478], [-1.2605, -5.2166, -4.0433], [-1.0415, -1.1382, -2.7144], [0.1878, -2.2874, -2.2103], [-3.8161, -2.4615, -0.6709], [-3.2901, -1.2771, -1.8417], [6.3224, -1.2606, -5.4094], [4.4891, -1.1057, -4.9203], [3.5166, -1.5068, -5.8201], [2.2189, -1.4222, -5.5458], [1.8660, -0.9379, -4.3538], [2.7797, -0.5182, -3.3928], [4.1311, -0.6003, -3.6872], [2.3288, 0.0200, -2.0426], [3.2032, 0.4873, -1.3025], [1.0812, -0.0938, -1.8480], [3.7955, -1.9057, -6.7890], [0.8082, -0.8659, -4.1387], [4.8523, -0.2735, -2.9501]],
  "lowdin_charge": [1.580, -0.216, -0.234, -0.168, -0.205, -0.097, -0.613, 0.014, -0.184, -0.103, -0.634, 0.024, -0.183, 0.041, 0.127, 0.068, 0.133, 0.126, 0.123, 0.135, 0.127, 0.121, -0.258, 0.059, -0.180, 0.076, -0.069, -0.283, -0.040, -0.265, -0.046, -0.083, -0.274, -0.018, -0.113, -0.421, -0.085, -0.289, -0.124, -0.290, -0.123, -0.283, -0.129, -0.123, -0.073, 0.062, 0.070, 0.072, 0.101, 0.069, 0.081, 0.042, 0.024, 0.081, 0.095, 0.128, 0.131, 0.114, 0.109, 0.131, 0.124, 0.111, 0.129, 0.118, 0.111, 0.088, 0.110, 0.104, 0.126, 0.678, -0.669, -0.218, 0.071, -0.064, -0.080, -0.050, -0.620, -0.030, -0.212, 0.091, 0.109, 0.116]
}



Looking at relative energy (zero: lowest compared OMol25 entry of this formula, charge and spin) for the records above, in order, we have 362.1 0.0 kJ/mol.